# 1
A 2-piece molecular cluster, C4H10O overall, computed with ωB97M-V with the def2-TZVPD basis set.

Each line ends with the Löwdin charge.
Element x y z (Å)
1 C 1.238 -0.959 0.226  0.0423
2 C 0.171 -0.181 0.389  -0.3976
3 C 0.221 1.165 1.059  -0.0876
4 C -1.194 -0.590 -0.096  -0.2569
5 O -1.184 -1.929 -0.536  -0.0654
6 H 1.152 -1.932 -0.244  0.0632
7 H 2.220 -0.644 0.571  0.0660
8 H 1.254 1.480 1.236  0.0769
9 H -0.271 1.934 0.449  0.0726
10 H -0.298 1.138 2.026  0.0821
11 H -1.489 0.097 -0.910  0.1252
12 H -1.921 -0.438 0.720  0.1259
13 H -2.045 -2.124 -0.922  0.0909
14 H 1.031 1.783 -2.213  0.0430
15 H 1.116 1.201 -1.756  0.0193

For the molecular weight, the calculation gives 74.123 g mol⁻¹. The calculation puts the energy at -233.5784 Ha. The calculation puts the LUMO energy at 0.91 eV. The SMILES is C=C(C)CO.[H][H]. The value obtained for the energy above the lowest of the compared OMol25 structures with the same formula, charge and spin is 174.7 kJ/mol. The value obtained for the HOMO-LUMO gap is 10.22 eV.

***

# 2
A 2-piece molecular cluster, C30H52ClFN2O6PS3 overall, computed with ωB97M-V with the def2-TZVPD basis set.

Each line ends with the Löwdin charge.
Element x y z (Å)
1 C -0.360 6.076 6.065  -0.1227
2 C 0.120 7.404 5.486  -0.2616
3 C 0.635 7.283 4.038  -0.2094
4 C -0.040 8.222 3.022  -0.2113
5 C -0.219 7.587 1.636  -0.2059
6 C -1.525 6.776 1.490  -0.1993
7 C -1.314 5.300 1.117  -0.2097
8 C -1.172 5.042 -0.398  -0.2032
9 C 0.130 4.347 -0.791  -0.2048
10 C 0.218 2.909 -0.270  -0.2089
11 C 1.205 2.012 -1.042  -0.1732
12 C 0.666 0.611 -1.384  -0.1230
13 C 0.994 -0.559 -0.437  -0.4311
14 O 2.349 -0.939 -0.398  -0.1917
15 C 3.287 -0.538 -1.386  -0.1365
16 C 4.492 -1.501 -1.375  -0.1713
17 O 4.277 -2.567 -0.487  -0.1745
18 C 5.465 -3.146 0.038  -0.2639
19 C 5.082 -4.010 1.222  -0.0633
20 C 0.658 -0.150 1.040  -0.4592
21 S 2.109 0.585 1.858  0.9357
22 C 0.187 -1.246 1.970  -0.4057
23 F 1.126 -2.153 2.230  0.0027
24 N -1.012 -2.017 1.421  -0.1934
25 P -1.159 -3.684 2.247  0.4154
26 S -1.635 -3.491 4.072  0.3025
27 C -1.202 -1.969 -0.092  -0.6245
28 S -2.553 -0.823 -0.489  0.9093
29 C 0.125 -1.831 -0.865  -0.6124
30 Cl 1.008 -3.345 -0.462  0.8733
31 C -0.235 -1.928 -2.361  -0.1933
32 C 0.894 -2.356 -3.308  -0.0894
33 C 0.607 -3.717 -3.908  -0.5338
34 O -0.087 -4.544 -3.394  0.0933
35 O 1.252 -3.889 -5.060  0.1379
36 H 0.447 5.337 6.051  0.0697
37 H -0.713 6.181 7.093  0.0690
38 H -1.189 5.676 5.472  0.0674
39 H -0.703 8.123 5.520  0.0994
40 H 0.911 7.802 6.127  0.1024
41 H 1.710 7.483 4.025  0.1094
42 H 0.503 6.247 3.703  0.0936
43 H 0.545 9.140 2.921  0.1091
44 H -1.020 8.524 3.406  0.1027
45 H -0.174 8.370 0.875  0.1055
46 H 0.636 6.926 1.446  0.1015
47 H -2.077 6.816 2.434  0.1049
48 H -2.160 7.242 0.731  0.1081
49 H -0.403 4.955 1.621  0.0928
50 H -2.149 4.718 1.516  0.1049
51 H -2.007 4.423 -0.745  0.1068
52 H -1.240 5.994 -0.931  0.1111
53 H 0.956 4.922 -0.355  0.1190
54 H 0.247 4.351 -1.878  0.1112
55 H 0.524 2.950 0.781  0.0865
56 H -0.786 2.461 -0.274  0.1018
57 H 1.443 2.500 -1.992  0.1181
58 H 2.147 1.949 -0.500  0.0773
59 H 0.963 0.340 -2.396  0.1108
60 H -0.425 0.688 -1.420  0.0896
61 H 3.628 0.477 -1.166  0.1228
62 H 2.837 -0.533 -2.380  0.1104
63 H 5.394 -0.947 -1.093  0.1235
64 H 4.638 -1.893 -2.391  0.1294
65 H 6.151 -2.346 0.342  0.1200
66 H 5.960 -3.744 -0.737  0.1237
67 H 4.864 -3.404 2.102  0.0768
68 H 4.182 -4.578 0.973  0.0731
69 H 5.879 -4.717 1.460  0.0797
70 H -0.143 0.597 1.040  0.0989
71 H 1.411 1.569 2.435  -0.1045
72 H -0.140 -0.817 2.916  0.1523
73 H -1.840 -1.557 1.816  0.1036
74 H -2.126 -4.160 1.356  0.0105
75 H 0.047 -4.265 1.891  -0.0245
76 H -1.621 -2.936 -0.377  0.0798
77 H -2.068 0.232 0.178  -0.1213
78 H -1.023 -2.682 -2.445  0.1144
79 H -0.675 -0.993 -2.695  0.1017
80 H 1.854 -2.455 -2.795  0.1051
81 H 1.029 -1.645 -4.124  0.1343
82 H 1.076 -4.795 -5.367  0.1429
83 C -3.410 -6.669 -4.799  -0.0673
84 C -4.682 -7.221 -4.880  -0.0599
85 C -5.313 -7.691 -3.738  0.0011
86 C -4.644 -7.595 -2.533  -0.1488
87 C -3.373 -7.065 -2.430  -0.0093
88 C -2.752 -6.595 -3.576  -0.0640
89 N -5.313 -8.063 -1.303  -0.3536
90 O -6.412 -8.561 -1.413  0.0907
91 O -4.712 -7.928 -0.253  0.0644
92 H -2.928 -6.298 -5.694  0.1062
93 H -5.189 -7.283 -5.833  0.1103
94 H -6.304 -8.119 -3.777  0.1219
95 H -2.884 -7.021 -1.469  0.1124
96 H -1.761 -6.170 -3.514  0.0773

For the molecular weight, the calculation gives 718.380 g mol⁻¹. The calculation puts the energy at -3830.8684 Ha. The calculation puts the LUMO energy at -2.71 eV. The value obtained for the energy above the lowest of the compared OMol25 structures with the same formula, charge and spin is 16.7 kJ/mol. As for the charge: +1. The value obtained for the HOMO-LUMO gap is 9.05 eV.